1.
The following is a DFT calculation (wB97M-V/def2-TZVPD) of an isolated molecule of C8H11NS2.

## Properties
Relative energy (zero: lowest compared OMol25 entry of this formula, charge and spin) (kcal per mole): 60.3
Kohn-Sham gap (eV): 7.68
E_LUMO (eV): -0.66
2S+1: 1
Electronic energy (a.u.): -1162.4283
HOMO (eV): -8.3391

Atoms and positions in Å:
C (-2.102635, 1.306635, -0.839118)
C (-1.510420, -0.010140, 1.100796)
C (-0.758591, -0.739220, -1.547299)
C (-0.799498, 0.798925, -1.278124)
C (-0.046328, -0.165190, -0.432983)
C (1.647026, 0.741420, 1.159438)
C (1.839695, -1.679063, 0.419867)
C (1.412652, -0.246034, 0.040571)
N (-2.376372, 0.783094, 0.452645)
S (-2.962603, 2.469791, -1.539384)
S (-1.881696, -0.992782, 2.352280)
H (-1.823670, -1.103495, -1.449911)
H (-0.158729, -1.019976, -2.442519)
H (-0.327664, 1.539764, -1.974023)
H (0.891832, 0.904831, 2.013427)
H (1.562679, 1.711724, 0.602413)
H (2.564212, 0.663926, 1.558836)
H (2.597534, -1.938274, -0.390333)
H (0.985351, -2.470815, 0.444528)
H (2.305055, -1.744779, 1.386850)
H (2.070973, 0.126448, -0.678617)
H (-3.128801, 1.063209, 1.040661)

Force components x, y, z for each atom (eV/Å):
0.7 0.1 2.5
1.8 -2.4 -2.4
-1.2 0.1 -1.5
1.3 0.7 -1.7
-1.9 1.0 3.9
-4.5 2.8 -0.8
-0.6 -1.5 -1.9
-2.4 -1.1 2.0
0.9 0.4 -0.7
-0.5 0.1 -0.3
0.7 0.9 -0.4
1.7 -0.3 -0.1
-0.7 -0.1 0.7
-0.2 -1.1 0.6
0.9 -1.1 -1.3
0.4 -0.3 0.8
3.4 -0.3 1.4
-0.9 -0.4 1.3
1.4 1.5 -0.3
0.3 0.2 0.3
0.8 0.3 -1.8
-1.1 0.5 -0.3

natural (NBO) population analysis, charges in e, atoms 1 to 6:
1 C 0.086
2 C 0.094
3 C -0.419
4 C -0.376
5 C 0.108
6 C -0.579


2.
The following is a DFT calculation (wB97M-V/def2-TZVPD) of a cluster of 12 separate species, C36H45F9O36 in total.

## Properties
Relative energy (zero: lowest compared OMol25 entry of this formula, charge and spin) (kcal per mole): 71.6
Kohn-Sham gap (eV): 10.37
E_LUMO (eV): -0.20
2S+1: 1
Electronic energy (a.u.): -5006.2364
SMILES string: O=C1OC[C@@H](F)O1.O=C1OC[C@@H](F)O1.O=C1OC[C@@H](F)O1.O=C1OC[C@@H](F)O1.O=C1OC[C@@H](F)O1.O=C1OC[C@@H](F)O1.O=C1OC[C@@H](F)O1.O=C1OC[C@@H](F)O1.O=C1OC[C@@H](F)O1.COC(=O)OC.COC(=O)OC.COC(=O)OC
HOMO (eV): -10.5669

Atoms and positions in Å:
C (-3.318647, 1.885458, 3.663714)
C (-4.370515, 0.795572, 3.677507)
O (-3.720938, -0.394324, 3.961793)
C (-2.387454, -0.178787, 3.666815)
O (-1.545161, -1.075048, 3.705164)
O (-2.110957, 1.131618, 3.549806)
F (-4.998893, 0.713973, 2.477326)
H (-3.330025, 2.470200, 4.583526)
H (-3.400154, 2.368939, 2.690205)
H (-5.078831, 1.040041, 4.469100)
C (-4.074984, -5.422885, 2.135930)
C (-3.688572, -4.536782, 0.941760)
O (-2.647289, -5.356118, 0.464675)
C (-2.494501, -6.498566, 1.116429)
O (-1.686702, -7.386213, 0.841839)
O (-3.326706, -6.552685, 2.042160)
F (-3.231861, -3.358466, 1.303796)
H (-5.150944, -5.591862, 2.092981)
H (-3.799048, -4.981040, 3.093388)
H (-4.504735, -4.292013, 0.261999)
C (6.800493, -0.153878, 0.384986)
C (6.546922, -1.632671, 0.581609)
O (5.192676, -1.649633, 0.178656)
C (4.797976, -0.543309, -0.427080)
O (3.741676, -0.275307, -0.947337)
O (5.635903, 0.401451, -0.083471)
F (6.687388, -1.937535, 1.834086)
H (7.662175, -0.055791, -0.275290)
H (7.095343, 0.314773, 1.323885)
H (7.290357, -2.162451, -0.013989)
C (0.445354, -3.165015, 4.360966)
C (-0.395237, -4.313966, 3.861908)
O (0.249093, -4.613556, 2.700800)
C (0.918758, -3.535689, 2.275100)
O (1.334376, -3.406788, 1.139292)
O (0.932340, -2.606809, 3.216344)
F (-1.618435, -3.854778, 3.614151)
H (1.336876, -3.452862, 4.918148)
H (-0.040861, -2.429945, 5.002345)
H (-0.511057, -5.123548, 4.582502)
C (-0.507701, -0.928914, 0.387826)
C (0.692277, -0.771847, -0.490643)
O (0.707815, 0.623871, -0.833460)
C (-0.393024, 1.252596, -0.379221)
O (-0.648984, 2.441286, -0.508419)
O (-1.093340, 0.402014, 0.351257)
F (0.614418, -1.527289, -1.628080)
H (-0.188397, -1.032568, 1.424842)
H (-1.187966, -1.757543, 0.191085)
H (1.579768, -1.097148, 0.052172)
C (2.478539, 3.448974, -0.760720)
C (3.828808, 3.088447, -0.110300)
O (3.898678, 4.072178, 0.907492)
C (2.732844, 4.599067, 1.150117)
O (2.488431, 5.309124, 2.128379)
O (1.892284, 4.295741, 0.205377)
F (4.884930, 3.237156, -0.875481)
H (1.884479, 2.589559, -1.071520)
H (2.777539, 3.994655, -1.655676)
H (3.847679, 2.101931, 0.352872)
C (-1.435012, 5.252138, 1.833459)
C (-0.749577, 6.502777, 2.470579)
O (-1.746780, 6.897816, 3.343499)
C (-2.512671, 5.811619, 3.681054)
O (-3.491773, 5.830386, 4.457014)
O (-2.215933, 4.780881, 2.891379)
F (-0.624558, 7.360760, 1.441356)
H (-0.687785, 4.502960, 1.571750)
H (-2.038657, 5.530447, 0.969604)
H (0.204915, 6.164801, 2.874110)
C (-0.058599, 1.004660, -4.550896)
C (-0.491571, -0.480709, -4.522525)
O (-0.555044, -0.793131, -5.868978)
C (0.091748, 0.165767, -6.573188)
O (0.430021, 0.093746, -7.713686)
O (0.130315, 1.325491, -5.878491)
F (-1.708587, -0.532730, -4.068447)
H (0.869443, 1.153474, -3.998910)
H (-0.768267, 1.650944, -4.034384)
H (0.081434, -1.175091, -3.908033)
C (3.594893, -2.757642, -2.799085)
C (4.772211, -2.367561, -3.729383)
O (4.035564, -2.136085, -4.863962)
C (2.838292, -2.748038, -4.768011)
O (1.949959, -2.702909, -5.632937)
O (2.711020, -3.433309, -3.648573)
F (5.500067, -3.450987, -3.819968)
H (3.090264, -1.872905, -2.410902)
H (3.964002, -3.415298, -2.012099)
H (5.387078, -1.531472, -3.396243)
C (-0.727693, -4.538721, -3.133915)
O (-1.466400, -3.438439, -2.502900)
C (-2.817050, -3.265348, -2.615743)
O (-3.460308, -2.370295, -2.086703)
O (-3.372135, -4.243295, -3.364119)
C (-4.757012, -4.204676, -3.680629)
H (-1.134215, -4.807834, -4.108808)
H (-0.642393, -5.369512, -2.433482)
H (0.298030, -4.289415, -3.405670)
H (-4.747530, -3.488033, -4.501865)
H (-5.318491, -3.967718, -2.776924)
H (-5.064493, -5.191204, -4.027506)
C (-5.504530, 6.124046, -2.976851)
O (-4.737357, 6.750448, -1.861457)
C (-3.509384, 6.401432, -1.629001)
O (-2.761585, 6.991590, -0.910986)
O (-3.188528, 5.190146, -2.170223)
C (-1.897321, 4.680632, -2.185585)
H (-6.529497, 6.494317, -2.955817)
H (-5.469149, 5.035290, -2.938839)
H (-4.934428, 6.486290, -3.832340)
H (-1.549548, 4.626031, -1.153994)
H (-1.220705, 5.449491, -2.558612)
H (-1.700546, 3.719600, -2.660778)
C (4.059910, -1.704469, 3.648498)
O (3.312059, -0.702568, 2.883032)
C (2.484881, 0.140582, 3.458798)
O (2.282754, 0.232719, 4.674391)
O (1.894356, 0.940172, 2.553948)
C (0.967162, 1.961250, 3.021223)
H (4.617250, -1.223870, 4.452530)
H (4.800622, -2.259950, 3.073271)
H (3.383939, -2.457546, 4.053537)
H (1.638004, 2.594906, 3.601352)
H (0.180332, 1.610186, 3.688875)
H (0.500314, 2.537971, 2.222764)

Force components x, y, z for each atom (eV/Å):
0.1 -0.8 -1.2
-0.9 1.0 1.1
1.2 0.4 -0.8
2.2 -2.2 1.5
-2.2 2.5 -0.6
0.2 -1.1 0.1
-0.2 -0.2 -0.2
0.2 0.3 -0.4
-0.2 0.9 0.6
-0.5 -0.5 -0.3
-2.0 2.5 1.0
-0.3 -2.0 0.9
0.8 1.9 -3.0
4.5 -2.8 -3.3
-1.6 2.3 0.4
-2.4 -2.6 3.6
1.1 1.6 0.7
0.1 -0.5 0.3
-0.3 0.6 -0.1
0.3 -0.7 -0.6
2.6 0.4 1.0
0.1 2.8 -2.1
-0.5 -3.8 -0.7
-2.4 1.8 1.0
1.1 -1.3 0.1
0.8 2.1 -1.1
-0.2 -1.3 2.4
-0.3 0.5 -0.5
-0.2 0.0 0.1
-0.8 -1.0 -0.2
0.3 0.0 3.1
0.8 0.6 2.4
0.1 -1.7 -1.0
0.3 0.8 -3.3
-0.3 -0.2 2.0
0.8 1.4 -1.9
-1.8 0.2 -0.7
-0.1 -0.7 0.4
-0.4 -0.1 -0.5
0.4 -0.4 -0.5
0.0 1.0 1.3
0.3 -0.3 0.1
0.8 -0.6 -0.6
-0.4 1.1 0.8
0.7 -2.3 -0.1
-1.5 -0.4 0.0
0.0 0.4 -0.2
0.1 -0.1 0.0
-0.2 0.5 -0.6
0.3 0.5 -0.4
1.7 -0.4 -0.9
-1.8 -0.3 1.4
2.2 -0.8 0.6
-0.6 2.7 3.2
0.2 -1.6 -2.2
-2.4 -0.3 -1.1
1.1 0.2 -1.3
-0.2 0.3 0.6
-0.4 0.4 -0.1
0.1 0.0 0.0
1.8 0.2 -0.3
-1.0 -2.8 -2.7
-0.3 0.1 1.8
-4.1 1.0 1.5
4.0 0.0 -2.2
-0.7 -0.7 0.9
0.6 1.1 0.4
-0.2 0.0 -0.2
0.0 0.1 0.1
0.2 1.0 0.5
0.9 -0.2 2.3
1.2 1.3 -0.1
1.3 -0.6 -0.6
-0.7 0.6 -2.2
-0.1 -0.4 0.7
0.3 -0.2 -0.6
-3.3 -0.4 1.4
0.3 -0.1 0.0
-0.4 -0.1 -0.4
0.5 0.0 -0.5
1.4 0.6 2.1
-2.9 0.5 2.5
0.3 0.8 -1.7
-3.9 -0.4 -4.3
3.0 0.1 2.5
0.1 0.0 0.1
2.2 -2.0 -0.9
0.1 -0.1 0.2
-0.3 0.1 0.1
-0.2 0.2 -0.5
-0.3 -0.1 -0.3
-0.5 0.4 -0.2
-0.4 -0.3 0.0
1.5 -1.3 -0.6
1.4 -0.6 0.6
0.5 0.4 0.0
-0.6 -0.2 0.4
-0.5 0.0 -0.1
-0.1 1.0 0.6
-1.2 0.1 0.2
-0.2 0.5 -0.4
0.3 0.0 0.0
1.5 0.5 0.4
-2.2 -0.1 -0.7
1.6 -2.1 0.3
0.4 0.7 0.2
-2.4 -0.2 -1.4
2.3 1.5 1.8
0.4 0.2 0.2
0.0 0.2 0.2
-0.6 -0.3 -0.4
0.0 -0.5 0.1
0.1 -0.1 -0.7
-1.0 0.2 -0.2
-0.5 0.4 0.8
1.1 -1.0 -1.3
-1.1 1.0 3.2
0.4 -0.4 -2.1
-0.3 -0.9 -1.1
1.1 0.3 1.5
-0.3 0.1 0.1
-0.5 0.7 -0.8
-0.2 0.3 0.1
-0.5 0.5 0.1
0.3 -0.5 -0.2
0.5 -0.6 -0.5

Löwdin population analysis, charges in e, atoms 1 to 6:
1 C -0.027
2 C -0.341
3 O 0.152
4 C -0.455
5 O 0.127
6 O 0.059


3.
The following is a DFT calculation (wB97M-V/def2-TZVPD) of an isolated molecule of C4H7NO3.

## Properties
Relative energy (zero: lowest compared OMol25 entry of this formula, charge and spin) (kcal per mole): 45.3
Kohn-Sham gap (eV): 10.16
E_LUMO (eV): 0.60
2S+1: 1
Electronic energy (a.u.): -437.0712
SMILES string: N[C@H](CC=O)C(=O)O
HOMO (eV): -9.5586

Atoms and positions in Å:
O (-0.186086, 0.429015, 2.556797)
C (0.315109, 0.695563, 1.473724)
O (0.765693, 1.975656, 1.327758)
C (0.463655, -0.166853, 0.180249)
C (-0.958178, -0.553800, -0.108355)
C (-1.007613, -1.439641, -1.331700)
O (-0.577991, -2.571395, -1.392757)
N (1.058995, 0.436191, -1.005597)
H (0.571585, 2.439975, 2.138136)
H (1.088068, -1.062008, 0.491263)
H (-1.449604, -1.101704, 0.779594)
H (-1.650560, 0.281391, -0.453683)
H (-1.417691, -0.852142, -2.151900)
H (0.908911, 1.370712, -1.309443)
H (2.075705, 0.119040, -1.194086)

Force components x, y, z for each atom (eV/Å):
0.4 -0.9 -1.8
0.2 1.6 1.7
0.4 -0.8 -1.6
0.5 0.7 1.1
-2.6 -1.2 0.3
1.0 -0.8 0.6
-0.6 1.0 -0.1
2.9 -2.3 -0.2
-0.2 0.1 0.7
-0.9 0.9 -0.5
0.8 0.9 -1.3
1.2 -0.4 1.1
-0.2 -0.6 -1.0
-0.3 0.6 0.5
-2.6 1.0 0.6

natural (NBO) population analysis, charges in e, atoms 1 to 6:
1 O -0.602
2 C 0.777
3 O -0.694
4 C -0.144
5 C -0.523
6 C 0.465


4.
The following is a DFT calculation (wB97M-V/def2-TZVPD) of an isolated molecule of C3H8O4.

## Properties
Relative energy (zero: lowest compared OMol25 entry of this formula, charge and spin) (kcal per mole): 33.1
Kohn-Sham gap (eV): 11.14
E_LUMO (eV): 0.65
2S+1: 1
Electronic energy (a.u.): -420.0386
SMILES string: C[C@@H](O)C(O)(O)O
HOMO (eV): -10.4944

Atoms and positions in Å:
C (1.542115, 0.753607, 0.082419)
C (0.565320, -0.314724, -0.393413)
C (-0.883784, -0.052500, 0.090746)
O (0.926673, -1.557464, 0.149092)
O (-1.915073, -0.939948, -0.228869)
O (-0.952657, 0.130557, 1.554757)
O (-1.252714, 1.175099, -0.522563)
H (1.960287, 0.503235, 1.049919)
H (2.272625, 0.813105, -0.618492)
H (0.971334, 1.597353, 0.039402)
H (0.535748, -0.156259, -1.478237)
H (1.924934, -1.542112, 0.202904)
H (-1.705378, -1.695255, -0.806197)
H (-1.869219, 0.276312, 1.678421)
H (-2.120204, 1.008991, -0.799896)

Force components x, y, z for each atom (eV/Å):
-1.5 -2.3 1.3
-0.7 0.2 1.5
-0.2 1.4 1.4
2.0 -0.7 -0.8
0.2 -0.8 -0.3
2.0 -0.7 -2.7
2.0 -0.1 0.9
-0.2 0.3 0.3
2.5 0.3 -2.0
-0.9 2.9 0.5
-0.2 -1.0 -0.2
-1.7 -0.3 0.0
0.5 0.6 0.4
-1.5 0.3 0.5
-2.1 0.0 -0.8

natural (NBO) population analysis, charges in e, atoms 1 to 6:
1 C -0.625
2 C 0.061
3 C 0.713
4 O -0.702
5 O -0.749
6 O -0.711


5.
The following is a DFT calculation (wB97M-V/def2-TZVPD) of an isolated molecule of C8H9OPS.

## Properties
Relative energy (zero: lowest compared OMol25 entry of this formula, charge and spin) (kcal per mole): 59.1
Kohn-Sham gap (spin up / spin down) (eV): 7.00 / 7.00
E_LUMO (spin up / spin down) (eV): -0.69 / -0.69
2S+1: 1
Electronic energy (a.u.): -1124.8705
SMILES string: CO[P@@H](=C=S)c1ccccc1
HOMO (spin up / spin down) (eV): -7.6846 / -7.6844

Atoms and positions in Å:
C (0.049727, -2.664232, 0.931163)
C (-0.846036, -1.853801, 1.614976)
C (0.843425, -2.254127, -0.123195)
C (-1.050895, -0.589376, 1.001803)
C (0.638637, -1.020844, -0.645338)
C (-0.320672, -0.129955, -0.113274)
C (-1.186665, 0.778241, -2.737055)
C (1.103214, 2.645138, 0.662431)
O (-0.174328, 2.543176, 0.160589)
P (-0.668279, 1.341097, -1.064728)
S (-0.725235, 0.754479, -4.286361)
H (0.172732, -3.668156, 1.201796)
H (-1.539330, -2.229945, 2.336776)
H (1.613827, -3.007168, -0.509552)
H (-1.875052, -0.027486, 1.394924)
H (1.470011, -0.559836, -1.216468)
H (1.039030, 3.070047, 1.658820)
H (1.695008, 3.313425, -0.135178)
H (1.614992, 1.731940, 0.645668)
H (-1.854111, 1.827384, -0.777797)

Force components x, y, z for each atom (eV/Å):
-0.2 -0.1 0.6
0.4 1.1 -2.8
0.8 -1.8 -0.1
-0.2 -0.2 0.1
1.8 2.4 0.0
-0.5 -2.3 0.2
1.4 -0.7 -1.8
1.1 2.6 -2.5
-1.4 -1.2 -1.2
1.6 1.7 1.1
-0.8 0.2 2.4
0.1 -1.4 0.7
0.0 0.0 0.6
-1.1 1.5 0.4
-0.2 0.6 0.0
-1.0 -0.5 -0.6
0.4 0.2 0.0
-0.7 -0.9 2.2
0.8 -1.7 0.4
-2.3 0.4 0.3

natural (NBO) population analysis, charges in e, atoms 1 to 6:
1 C -0.177
2 C -0.214
3 C -0.220
4 C -0.152
5 C -0.186
6 C -0.381